Density functional theory data (wB97M-V/def2-TZVPD) for C40H49BrN6O4Rb as an isolated structure at a distorted geometry.

```
! RIJCOSX wB97M-V def2-TZVPD def2/J DEFGRID3
* xyz 1 1
Rb 0.4884 0.8624 -0.3222
C 3.0124 -6.5899 1.5548
C 3.5203 -5.1164 1.4845
C 4.2404 -4.7408 2.7229
C 4.6115 -4.9789 0.3406
C 2.3678 -4.1637 1.1885
C 1.7899 -4.0777 -0.0596
C 0.6883 -3.2767 -0.3589
N 0.1677 -2.4618 0.5880
C 0.6959 -2.5631 1.8371
C 1.7118 -3.3648 2.1450
C 0.0631 -1.7901 2.8882
C -0.2058 -2.3187 4.1247
C -0.7246 -1.4550 5.1318
C -0.9739 -0.0958 4.7605
C -0.7697 0.2259 3.4516
N -0.2526 -0.5419 2.5303
C -1.0994 -1.9743 6.5319
C 0.0917 -2.5767 7.2935
C -2.1445 -3.0931 6.3259
C -1.8533 -0.9210 7.4164
H 3.8733 -7.2494 1.7388
H 2.5021 -6.9733 0.6736
H 2.3000 -6.7564 2.3342
H 5.1559 -5.4158 2.8369
H 3.6746 -4.7357 3.6318
H 4.7168 -3.7678 2.5715
H 5.3080 -5.7833 0.3920
H 4.9811 -3.9095 0.2844
H 4.1350 -5.1151 -0.6891
H 2.1625 -4.6998 -0.8830
H 0.1850 -3.2014 -1.3279
H 2.1570 -3.3567 3.1241
H 0.0653 -3.3652 4.3651
H -1.3381 0.6394 5.4893
H -0.9350 1.2292 3.1057
H 0.7812 -3.1508 6.6105
H -0.2181 -3.2227 8.0645
H 0.7788 -1.8956 7.7306
H -1.6329 -4.0329 5.9410
H -2.9065 -2.8730 5.5605
H -2.6952 -3.3122 7.2558
H -1.3090 0.0251 7.5782
H -1.9692 -1.2715 8.4422
H -2.8697 -0.6686 7.0468
O -4.3813 4.6168 -4.3730
C -4.4573 3.9910 -3.1554
C -3.5280 2.8047 -3.0759
C -3.8412 1.8918 -2.0806
C -2.8086 1.0732 -1.6917
N -1.6068 1.0488 -2.2248
C -1.3979 1.8391 -3.2779
C -2.3084 2.7518 -3.7932
C 0.0316 1.8236 -3.8057
C 0.2646 1.6321 -5.1750
C 1.5793 1.6485 -5.6344
C 1.7988 1.3603 -7.1290
O 0.7430 0.5876 -7.6119
C 2.5781 1.9322 -4.7609
C 2.2805 2.0149 -3.4319
N 1.0215 2.0367 -2.9362
H -4.8107 4.0625 -5.0239
H -5.4237 3.5606 -2.9291
H -4.0667 4.7054 -2.3905
H -4.8138 1.9446 -1.7002
H -2.9282 0.4306 -0.8975
H -1.9859 3.5324 -4.4856
H -0.6171 1.3937 -5.7366
H 2.7843 0.8347 -7.3335
H 1.9245 2.2516 -7.7932
H 0.9814 0.2677 -8.5098
H 3.5928 1.9612 -5.0733
H 3.1567 2.0767 -2.7955
Br -0.3371 -5.6583 -5.2538
C -0.0180 -4.0229 -4.4585
C -1.0255 -3.1489 -4.0720
C -0.6089 -1.9722 -3.4096
N 0.6869 -1.4982 -3.3004
C 1.5960 -2.3911 -3.7942
C 1.3316 -3.6211 -4.2712
H -2.1178 -3.4280 -3.9405
H -1.3756 -1.2699 -3.0619
H 2.6373 -2.0675 -3.6325
H 2.1541 -4.1500 -4.5680
O -1.5930 4.5723 -0.9949
C -1.2824 4.5594 0.2813
O -0.6657 3.6417 0.8280
C -1.6015 5.8612 1.0803
N -2.2104 6.8164 0.1351
C -1.2647 7.8192 -0.2547
C -0.3863 7.9167 0.9954
C -0.2822 6.4537 1.3995
H -2.2350 5.7114 1.8919
H -3.1037 7.1969 0.4478
H -2.0574 5.4489 -0.9985
H -1.6673 8.8084 -0.5670
H -0.6743 7.4099 -1.0432
H -0.9882 8.4086 1.7474
H 0.6079 8.2937 0.8816
H -0.1021 6.1934 2.4340
H 0.4929 5.9166 0.8717
*
```

Computed properties:
Calculated total energy: -4781.03631 Eh
LUMO energy: -1.74 eV
ΔE to the lowest compared entry with this formula, charge and spin: 113.3 kJ/mol
Maximum force: 3.86 eV/A
Orbital gap: 0.34078 hartree